# 1
Formula: C20H43MnN2P3S
Source: the OMol25 dataset
Level of theory: ωB97M-V with the def2-TZVPD basis set

For the lowest unoccupied orbital energy (alpha / beta), the calculation gives -14.971 / -14.965 eV. Its HOMO-LUMO gap (alpha / beta) is 0.158 / 0.158 Eh. Its multiplicity is 4. As for the net charge: +4. Its expectation value of S² is 4.032.

Element x y z (Å)
Mn -0.0637 0.5101 0.1300
P 2.3230 1.0169 1.1870
P -2.1068 1.8662 0.5575
P 0.6696 1.3771 -2.0413
H -1.1441 -4.2529 1.8899
C -0.3711 -4.3987 1.1264
C 0.9370 -4.1632 1.3996
H 1.1927 -3.5441 2.2865
C 2.9745 0.0269 2.5647
C 2.0318 2.7051 1.8419
C 3.7984 1.0773 0.1018
C -3.5031 0.9024 -0.1742
C -2.6278 2.1232 2.3118
C -2.0640 3.5047 -0.2602
C 1.8854 0.3644 -2.9405
C 1.4154 3.0715 -1.8760
C -0.6983 1.5950 -3.2198
H -0.7817 -4.8797 0.2213
H 1.7575 -4.4097 0.7055
H 2.6850 -1.0174 2.4159
H 2.5860 0.3635 3.5313
H 4.0708 0.0562 2.6321
H 1.2096 2.7165 2.5817
H 1.7368 3.3917 1.0283
H 2.9702 3.0417 2.3109
H 3.8541 0.1439 -0.4757
H 4.7060 1.1488 0.7156
H 3.7633 1.9191 -0.5963
H -4.4572 1.4551 -0.2253
H -3.6538 -0.0057 0.4355
H -3.2376 0.5669 -1.1954
H -3.4380 2.8648 2.4274
H -1.7603 2.4653 2.9023
H -2.9855 1.1684 2.7387
H -2.9569 4.1033 -0.0363
H -1.9787 3.3999 -1.3492
H -1.1813 4.0442 0.1073
H 1.7396 0.5220 -4.0143
H 1.6900 -0.6895 -2.7163
H 2.9147 0.6055 -2.6525
H 1.6166 3.5017 -2.8759
H 2.3568 3.0185 -1.2986
H 0.7048 3.7250 -1.3310
H -0.3247 1.3761 -4.2331
H -1.1468 2.6040 -3.1964
H -1.4659 0.8389 -2.9790
C -1.3588 -2.2083 -3.4140
C -2.0658 -2.2127 -4.6490
C -1.7028 -3.0969 -5.6503
C -0.5597 -3.9001 -5.4957
C 0.2394 -3.7753 -4.3495
C -0.1250 -2.9004 -3.3443
S -2.1026 -1.4855 -2.0979
H 1.4829 0.8322 -0.4712
H -2.9298 -1.5488 -4.7332
H -2.3342 -3.1784 -6.5352
H -0.3023 -4.6271 -6.2702
H 1.1548 -4.3655 -4.2222
H 0.4831 -2.7530 -2.4556
C 0.1787 -1.7454 5.1327
N -0.5632 -0.6358 4.5084
C -1.2850 0.3108 5.3757
C -0.3407 -0.3355 3.2609
N -0.1915 0.2489 2.2473
H -0.1506 -1.7380 6.1703
H 1.2657 -1.5573 5.0871
H -0.0861 -2.6912 4.6295
H -0.7401 1.2671 5.4599
H -2.3154 0.4496 5.0050
H -1.2929 -0.1745 6.3480

The Löwdin scheme yields these atomic charges, measured in e: 0.40 0.87 0.82 0.77 0.05 -0.08 -0.08 0.03 -0.20 -0.18 -0.22 -0.26 -0.23 -0.23 -0.20 -0.18 -0.22 0.05 0.05 0.05 0.07 0.09 0.06 0.05 0.09 0.07 0.08 0.04 0.09 0.06 -0.04 0.09 0.04 0.05 0.08 0.03 0.05 0.08 0.04 0.06 0.10 0.03 0.05 0.08 0.07 -0.01 -0.65 -0.02 0.03 0.11 0.02 -0.06 0.98 -0.05 0.14 0.15 0.16 0.15 0.11 0.02 -0.16 0.02 -0.20 0.05 0.10 0.10 0.11 0.12 0.10 0.10

# 2
Formula: C20H43N2O20
Source: the OMol25 dataset
Level of theory: ωB97M-V with the def2-TZVPD basis set

For the lowest unoccupied orbital energy, the calculation gives 2.077 eV. Its HOMO-LUMO gap is 0.170 Eh. Its multiplicity is 1. As for the net charge: -1. Its energy above the lowest of the compared OMol25 structures with the same formula, charge and spin is 0.000 eV.

Element x y z (Å)
C -0.8085 -12.8304 -19.3914
C -1.3484 -11.9985 -18.2986
C -2.7736 -11.4674 -18.5934
O -1.0699 -12.6268 -17.0824
H -1.2453 -13.7973 -19.6412
H 0.2091 -13.0721 -19.0845
H -0.7001 -12.2476 -20.3061
H -0.8160 -11.0513 -18.2120
H -2.9018 -10.9099 -19.5213
H -3.0428 -10.7672 -17.8026
H -3.4448 -12.2893 -18.8423
C 2.2440 -10.5799 -18.6643
O 3.3705 -11.2152 -19.2166
C 3.4680 -12.5667 -19.2264
O 2.7162 -13.3516 -18.6000
O 4.5836 -13.0298 -19.8546
C 5.6283 -12.1611 -20.2550
H 1.4653 -10.7397 -19.4101
H 2.3907 -9.5126 -18.4982
H 1.7962 -11.0443 -17.7856
H 6.0240 -11.4970 -19.4865
H 5.3015 -11.4978 -21.0558
H 6.4570 -12.7032 -20.7107
C 0.9070 -10.8720 -22.5284
O -0.0874 -10.0850 -23.0946
C -0.2265 -10.1024 -24.4897
O 0.4368 -10.7981 -25.2873
O -1.2948 -9.3415 -24.7988
C -1.6361 -9.1505 -26.0919
H 0.8503 -11.9368 -22.7545
H 0.6655 -10.7531 -21.4722
H 1.9068 -10.4820 -22.7195
H -0.8523 -9.0052 -26.8353
H -2.2776 -8.2696 -26.0700
H -2.2771 -9.9849 -26.3763
C -1.7405 -17.5326 -19.7281
O -1.0803 -16.8649 -20.8363
C -0.1108 -16.0332 -20.6476
O 0.4475 -15.6619 -19.5947
O 0.3033 -15.6672 -21.8132
C 1.3412 -14.6915 -21.9401
H -2.0598 -16.8186 -18.9689
H -1.0419 -18.2712 -19.3350
H -2.6280 -18.0581 -20.0804
H 1.6306 -14.5055 -22.9744
H 2.1988 -15.1706 -21.4680
H 1.1667 -13.7499 -21.4194
C -0.5891 -8.6219 -16.4427
O -1.7618 -7.9669 -16.0549
C -2.8200 -8.5822 -15.5191
O -3.0302 -9.7833 -15.3783
O -3.6663 -7.6537 -15.1916
C -4.8221 -7.8454 -14.3556
H -0.4727 -8.7688 -17.5164
H -0.5658 -9.5885 -15.9395
H 0.2832 -8.0022 -16.2349
H -5.7356 -7.9182 -14.9457
H -4.9522 -6.9653 -13.7258
H -4.7152 -8.6229 -13.5992
C -6.9693 -10.3004 -13.7534
O -6.8364 -10.6302 -15.1401
C -5.9691 -11.5077 -15.5078
O -5.0939 -12.0051 -14.7902
O -6.2349 -11.7828 -16.7739
C -5.7138 -12.9144 -17.4056
H -7.6383 -10.9476 -13.1861
H -7.4607 -9.3500 -13.5453
H -6.0246 -10.3693 -13.2140
H -6.0286 -12.9120 -18.4492
H -6.0727 -13.8080 -16.8949
H -4.6290 -12.9917 -17.3327
C -2.7117 -12.5540 -22.2627
N -2.2687 -13.8714 -22.7651
O -1.2658 -13.9305 -23.4803
O -2.9620 -14.8191 -22.4034
H -1.9084 -11.8709 -21.9867
H -3.2806 -12.7354 -21.3508
H -3.3550 -12.0684 -22.9964
C -4.5984 -7.9861 -19.5043
N -5.5261 -6.9034 -19.1653
O -6.7018 -7.1647 -18.9137
O -5.0369 -5.7994 -19.0607
H -3.5886 -7.5827 -19.4289
H -4.8200 -8.2355 -20.5420
H -4.8006 -8.8469 -18.8669

The Löwdin scheme yields these atomic charges, measured in e: -0.10 -0.68 -0.08 -0.31 0.07 0.06 0.04 0.07 0.04 0.05 0.04 -0.05 -0.04 -0.50 0.11 -0.01 -0.07 0.07 0.09 0.11 0.09 0.08 0.09 -0.08 -0.03 -0.47 0.09 -0.01 -0.10 0.08 0.08 0.10 0.10 0.10 0.10 0.00 0.01 -0.66 0.09 0.00 -0.03 0.10 0.09 0.09 0.09 0.10 0.07 -0.06 0.00 -0.60 0.12 0.01 -0.02 0.08 0.11 0.09 0.09 0.09 0.09 -0.05 0.02 -0.62 0.11 0.00 -0.06 0.09 0.09 0.09 0.10 0.10 0.08 0.03 -0.40 0.06 0.06 0.07 0.09 0.10 0.04 -0.45 0.05 0.06 0.10 0.10 0.10

# 3
Formula: C20H43N2P3PrS
Source: the OMol25 dataset
Level of theory: ωB97M-V with the def2-TZVPD basis set

For the lowest unoccupied orbital energy (alpha / beta), the calculation gives -9.115 / -8.661 eV. Its HOMO-LUMO gap (alpha / beta) is 0.196 / 0.222 Eh. Its multiplicity is 3. As for the net charge: +3. Its energy above the lowest of the compared OMol25 structures with the same formula, charge and spin is 0.695 eV. Its expectation value of S² is 2.114.

Element x y z (Å)
Pr -0.5420 0.5336 -0.8581
P 2.2097 -0.2826 0.1456
P 0.0095 -1.2112 -2.9070
P -0.6234 1.0635 3.4786
H -5.4432 -1.3019 0.4385
C -5.2470 -0.5007 1.1408
C -4.9650 0.7694 0.6706
H -4.9319 0.9728 -0.4018
C 2.4125 -1.9516 0.8730
C 3.3312 -0.4224 -1.3116
C 3.3758 0.6594 1.2275
C -1.5535 -1.2308 -3.8869
C 1.3389 -1.0751 -4.1516
C 0.2617 -2.9107 -2.2833
C -1.9102 1.5643 4.6465
C 0.3890 2.2675 2.5660
C 0.2569 -0.4454 3.8449
H -5.4144 -0.6678 2.1989
H -5.1034 1.6420 1.3255
H 3.4780 -2.2196 0.9349
H 1.8844 -2.6760 0.2391
H 1.9686 -1.9649 1.8768
H 4.3623 -0.6094 -0.9759
H 3.3111 0.5051 -1.9018
H 3.0090 -1.2496 -1.9539
H 4.4016 0.2804 1.0978
H 3.0971 0.5454 2.2823
H 3.3804 1.7318 0.9875
H -1.2811 -1.2673 -4.9573
H -2.1242 -0.3036 -3.6872
H -2.2057 -2.0831 -3.6149
H 1.7596 -2.0718 -4.3561
H 2.1270 -0.4246 -3.7381
H 0.9441 -0.6255 -5.0740
H -0.0766 -3.6102 -3.0655
H -0.3063 -3.0714 -1.3490
H 1.3379 -3.0530 -2.0804
H -1.6083 1.3159 5.6779
H -2.8435 1.0040 4.4143
H -2.1389 2.6484 4.5862
H 0.9711 2.9230 3.2591
H -0.1877 2.9317 1.8961
H 1.1526 1.7820 1.9257
H 0.2301 -0.6743 4.9188
H 1.2972 -0.4123 3.5215
H -0.2375 -1.2709 3.3249
C -2.6662 -1.2163 0.2891
C -2.1770 -2.2354 1.1402
C -2.6276 -3.5398 0.9324
C -3.4463 -3.8525 -0.1544
C -3.7303 -2.8749 -1.1053
C -3.3158 -1.5492 -0.9227
S -2.7089 0.4368 0.9266
H -1.5674 0.5596 2.5053
H -1.5922 -1.9689 2.0308
H -2.2902 -4.3203 1.6098
H -3.8811 -4.8481 -0.2575
H -4.3000 -3.1379 -1.9887
H -3.6240 -0.7431 -1.6024
C 2.8197 5.1997 -0.8849
N 2.9285 3.7646 -1.1582
C 4.1186 3.2777 -1.8772
C 1.9176 2.9869 -0.9613
N 0.9181 2.3560 -0.8322
H 3.7586 5.6660 -1.1739
H 2.6323 5.3658 0.1772
H 1.9939 5.6302 -1.4607
H 4.5843 2.4412 -1.3546
H 3.8708 2.9506 -2.8885
H 4.8310 4.0987 -1.9340

The Löwdin scheme yields these atomic charges, measured in e: 0.76 0.76 0.70 0.89 0.06 -0.08 -0.25 0.06 -0.24 -0.25 -0.25 -0.22 -0.23 -0.23 -0.18 -0.20 -0.19 0.07 0.08 0.08 0.04 0.04 0.07 0.03 0.03 0.07 0.04 0.04 0.07 0.04 0.06 0.08 0.02 0.07 0.08 0.04 0.05 0.07 0.08 0.08 0.09 0.07 0.00 0.08 0.04 0.04 -0.68 -0.09 -0.04 -0.03 -0.05 -0.15 0.70 -0.11 0.08 0.12 0.13 0.13 0.12 0.02 -0.14 0.02 -0.20 0.00 0.11 0.11 0.11 0.09 0.11 0.11

It is found that the molecular weight values, taken in the order of the records, are 491.50 631.56 577.48 g/mol.
It is found that the strongest force on any atom values, taken in the order of the records, are 2.71 5.44 3.82 eV Å⁻¹.